[1]
Here is C31H55BrNP3V as an isolated structure from the Open Molecules 2025 dataset. Energies are from the ωB97M-V functional and the def2-TZVPD basis.

Cartesian coordinates (Å):
H (2.538, -1.366, -3.024)
V (0.520, 0.437, 0.410)
H (-0.552, 1.289, -2.491)
C (2.064, -1.381, -2.030)
H (2.989, -1.410, -0.018)
C (-0.284, -0.422, -3.813)
H (-1.935, -0.774, -0.955)
C (-3.552, 4.515, -4.494)
H (-3.086, 4.884, 0.516)
H (2.868, -2.069, 2.436)
H (1.450, -0.700, 4.013)
C (2.374, -0.268, 3.596)
C (-3.752, 4.523, -0.281)
H (3.092, 2.629, 1.190)
C (-1.417, -5.226, 0.282)
H (4.743, 1.672, -3.163)
H (-2.557, 3.293, -2.968)
C (-2.311, -9.483, 0.113)
C (-0.287, -3.396, 1.462)
H (5.312, 2.404, 2.440)
H (3.781, 0.297, -3.709)
P (1.495, 0.334, -1.696)
H (4.558, 1.302, 3.585)
C (-0.729, -1.131, 0.818)
C (-1.300, -6.072, 1.339)
H (4.683, 0.208, -2.178)
C (-0.090, -2.030, 1.685)
C (3.383, 1.745, 1.777)
H (-0.981, -5.720, 2.323)
H (1.162, -2.007, -2.116)
C (-1.900, -8.146, 0.086)
H (-1.080, 4.564, -1.010)
H (0.182, -4.133, 2.112)
C (3.326, -1.376, 3.156)
C (3.008, -1.960, -0.974)
H (4.259, -0.990, 2.724)
H (3.873, 1.058, 1.067)
H (0.391, 2.829, 2.543)
C (0.262, 0.753, -3.007)
H (-1.203, 6.904, -0.067)
C (-0.923, 6.763, -1.117)
H (-2.586, 4.848, -4.890)
C (2.890, 1.468, -2.081)
H (4.005, 2.986, 3.472)
C (-1.465, -1.526, -0.314)
H (-1.374, 7.575, -1.700)
C (1.454, 2.741, 4.451)
C (4.084, 0.864, -2.821)
H (-1.750, -7.744, 3.476)
H (2.455, 2.283, -2.680)
H (-1.750, -7.640, -0.869)
H (0.491, -0.876, -4.442)
H (-2.478, -10.021, -0.826)
C (-1.106, -3.830, 0.392)
H (-4.244, 5.365, -4.531)
C (-2.315, -9.537, 2.414)
H (-2.233, -3.275, -1.363)
H (3.196, 1.916, -1.122)
H (-5.450, 4.625, 1.060)
C (4.353, 2.125, 2.892)
C (-1.368, 5.404, -1.660)
H (-0.723, -1.199, -3.174)
H (2.208, 3.474, 4.152)
Br (-1.271, 1.990, 0.193)
H (-5.899, 4.315, -0.625)
H (0.165, 6.865, -1.193)
C (-1.646, -2.900, -0.519)
H (2.828, 0.331, 4.400)
C (-1.892, -8.208, 2.500)
P (-3.199, 5.323, -1.842)
H (0.687, 3.273, 5.024)
H (-3.606, 3.441, -0.396)
H (-1.077, -0.067, -4.482)
H (4.046, -1.978, -1.336)
C (-3.419, 3.969, -3.069)
P (1.832, 0.910, 2.280)
H (-0.095, 1.499, 3.580)
H (0.750, 1.485, -3.668)
H (-5.393, 5.939, -0.127)
N (-2.510, -10.151, 1.248)
H (-1.842, -5.564, -0.666)
H (1.913, 2.016, 5.132)
H (-4.333, 3.433, -2.773)
C (-1.682, -7.472, 1.308)
H (2.729, -2.999, -0.745)
H (-0.961, 5.248, -2.670)
H (-2.493, -10.116, 3.328)
C (0.780, 2.083, 3.252)
H (3.598, -1.960, 4.047)
H (-3.939, 3.738, -5.163)
C (-5.210, 4.870, 0.021)
H (0.467, -1.686, 2.560)

Cartesian forces, eV/Å:
-0.2 -0.1 0.3
-3.6 -0.4 1.6
0.2 -0.1 -0.3
-0.3 0.0 -0.3
0.1 0.0 -0.1
-0.1 -0.2 -0.2
0.1 -0.4 0.1
0.0 -0.1 -0.4
-0.2 0.0 -0.2
0.1 0.2 0.1
0.2 0.2 0.1
-0.4 -0.4 -0.3
-0.4 1.1 0.3
0.1 -0.1 0.1
0.2 3.0 -1.9
-0.2 -0.2 0.1
-0.1 0.2 0.2
0.4 0.8 -0.6
0.7 1.9 1.4
-0.2 0.0 0.1
0.1 0.2 0.1
0.8 -1.0 -2.4
0.0 0.2 -0.2
3.0 2.4 -1.5
-0.3 -3.6 2.0
-0.2 0.1 -0.1
-0.5 -2.3 0.5
-0.1 0.0 -0.8
-0.2 0.0 -0.3
0.2 0.3 0.0
-0.4 -0.7 -0.7
-0.3 0.1 -0.1
0.0 0.3 -0.1
0.2 -0.2 0.1
0.3 -0.3 0.2
-0.3 -0.1 0.1
0.0 0.1 0.2
0.1 -0.1 0.2
-0.5 0.3 0.1
0.0 0.0 -0.2
0.3 0.2 0.1
-0.2 0.0 0.1
0.1 0.6 0.7
0.1 -0.3 -0.2
-1.4 -2.1 -0.2
0.2 -0.1 0.1
0.1 0.2 0.3
0.2 -0.2 -0.1
0.0 -0.1 -0.2
0.0 -0.2 0.3
-0.1 -0.3 0.3
-0.2 0.1 0.2
0.0 0.1 0.4
-0.4 -2.5 0.1
0.1 -0.3 -0.1
0.2 0.6 0.6
0.2 0.2 0.2
0.2 0.0 -0.4
0.0 0.0 -0.2
0.4 0.2 0.3
-0.2 1.1 -0.6
0.1 0.1 -0.1
-0.2 -0.2 0.1
1.1 -0.7 0.1
0.1 0.1 0.1
-0.2 0.0 0.1
-0.4 2.1 -1.0
-0.2 -0.1 -0.4
0.0 -0.4 0.6
1.5 -3.0 0.7
0.1 -0.1 -0.1
0.0 0.2 -0.3
0.2 -0.1 0.1
-0.3 0.1 0.3
-1.0 0.7 -0.5
1.2 0.8 2.4
0.2 0.1 -0.1
-0.1 -0.3 0.2
-0.1 -0.2 0.2
-0.1 0.0 0.0
0.0 0.1 0.4
-0.1 0.2 -0.1
0.2 0.1 -0.1
0.3 1.5 -0.2
0.1 0.3 -0.1
-0.1 0.0 0.2
0.1 0.2 -0.4
-0.5 0.0 -0.5
0.0 0.1 -0.3
0.1 0.2 0.1
-0.4 -0.1 0.2
-0.1 -0.2 -0.4

The lowest unoccupied orbital energy (spin up / spin down) comes out at -14.496 / -14.511 eV. As for the total charge: +4. As for the expectation value of S²: 0.7526. The multiplicity is 2. The value obtained for the total energy is -5809.427276 a.u.

=====

[2]
Here is C31H55BrNP3W as an isolated structure from the Open Molecules 2025 dataset. Energies are from the ωB97M-V functional and the def2-TZVPD basis.

Cartesian coordinates (Å):
H (2.352, 0.216, 3.855)
H (3.457, 0.631, 1.025)
C (2.061, 3.073, 3.156)
C (-0.978, 2.698, -0.376)
P (-0.124, -1.139, -1.138)
H (0.354, 3.330, 1.849)
H (4.014, -0.959, -0.446)
C (5.808, -0.626, -1.587)
H (6.033, 2.476, -2.854)
H (2.089, -4.051, 0.054)
H (-4.001, 2.130, 2.346)
H (-1.209, -0.417, -4.033)
C (3.156, 0.101, 3.122)
C (-1.846, -1.770, -0.769)
H (-0.695, -1.078, 3.996)
C (-1.930, 1.507, -2.419)
H (-5.061, 0.625, -0.085)
C (1.865, -3.241, -0.651)
H (6.190, 0.175, -0.944)
H (2.645, 1.392, -4.200)
H (4.472, 3.178, -3.397)
H (1.568, 2.548, 3.977)
H (5.402, 3.941, -2.086)
H (3.618, -0.877, 3.298)
C (-4.941, 0.227, 2.691)
H (-2.057, -0.945, 1.263)
H (6.263, -1.568, -1.244)
C (-6.290, -1.727, 3.090)
C (3.107, 0.468, -3.823)
H (5.145, 0.759, -4.608)
P (1.106, 1.090, 1.359)
C (-2.291, -1.850, 0.683)
H (3.674, 2.828, -0.953)
C (0.724, -2.411, -0.066)
C (4.376, 2.149, -1.459)
H (5.092, 1.788, -0.707)
C (-0.020, -1.855, -2.851)
H (-6.940, -2.525, 2.720)
H (-0.056, -3.107, 0.286)
C (-5.727, -0.823, 2.182)
H (-1.058, 0.729, 2.386)
H (-2.546, -1.155, -1.341)
H (3.988, 0.044, -5.742)
H (2.783, -2.665, -0.799)
C (0.073, -0.938, 3.220)
C (-4.643, 0.237, 4.067)
H (-2.124, -1.798, -3.409)
C (-1.026, 2.265, -1.753)
C (-3.089, 1.494, -0.275)
C (5.106, 2.970, -2.522)
H (-0.013, -2.949, -2.722)
H (6.142, -0.442, -2.616)
H (-1.005, -2.007, -4.760)
C (-4.356, 1.224, 1.834)
H (3.109, 2.768, 3.125)
H (-5.060, -0.728, 5.970)
H (-3.767, 0.407, -1.986)
C (2.686, 0.176, 1.667)
H (1.582, -3.696, -1.602)
H (1.054, -1.879, 0.846)
C (-5.246, -0.726, 4.891)
H (1.895, 3.367, 0.991)
N (-6.088, -1.648, 4.403)
C (4.307, 0.058, -4.690)
H (2.327, -0.316, -3.916)
H (-1.838, -2.714, 1.193)
H (2.532, -0.840, 1.264)
H (-0.507, 3.645, -0.060)
H (-1.895, -2.778, -1.208)
C (-0.031, 0.497, 2.709)
H (3.919, 0.852, 3.350)
C (-1.151, -1.485, -3.805)
H (0.957, -1.588, -3.273)
P (3.300, 0.702, -1.981)
H (-3.381, -1.986, 0.722)
H (-1.781, 1.305, -3.480)
C (1.354, 2.864, 1.812)
C (-3.007, 1.094, -1.625)
C (-4.247, 1.069, 0.499)
Br (1.451, 3.074, -2.420)
H (-2.185, 2.472, 1.433)
C (-2.073, 2.180, 0.377)
C (4.285, -0.750, -1.493)
H (0.169, 1.184, 3.540)
H (-0.116, -1.695, 2.451)
H (4.678, -0.950, -4.459)
W (0.527, 1.305, -0.971)
H (-5.944, -0.894, 1.117)
H (3.945, -1.602, -2.097)
H (1.042, -1.153, 3.683)
H (-3.985, 0.996, 4.501)
H (2.037, 4.137, 3.402)

Cartesian forces, eV/Å:
0.3 0.1 -0.2
-0.3 -0.1 0.2
0.2 0.2 0.0
-2.4 0.3 0.1
-0.7 -2.7 -0.3
0.2 -0.3 0.0
0.2 -0.1 -0.3
0.3 0.1 -0.1
-0.4 0.1 0.0
0.0 0.1 -0.2
0.5 -0.6 -0.2
0.2 -0.3 0.0
0.3 0.0 0.6
-0.5 0.9 -0.1
0.3 0.1 -0.2
-1.6 0.1 -0.8
0.4 -0.4 0.4
0.2 0.1 -0.1
0.0 -0.3 -0.2
0.2 -0.3 -0.1
0.2 -0.1 0.2
0.1 0.1 -0.1
-0.2 -0.5 -0.2
-0.1 0.2 0.0
0.4 1.0 -0.7
0.0 -0.2 -0.2
-0.2 0.3 -0.2
0.0 0.2 -1.1
-0.6 0.3 0.1
-0.2 -0.1 0.0
0.8 0.2 2.6
0.0 0.0 0.5
0.3 -0.2 0.1
0.6 0.3 0.8
-0.7 0.3 0.3
-0.4 0.0 -0.2
0.5 0.3 -0.3
0.2 0.2 0.3
0.1 0.4 -0.4
-0.7 -0.9 0.1
0.2 -0.1 0.1
0.1 -0.3 0.1
0.0 0.1 0.3
-0.3 -0.2 0.1
-0.1 -0.4 0.0
-0.4 -0.2 1.3
0.2 0.0 -0.2
1.6 0.6 2.6
-0.7 -0.5 1.0
0.4 0.1 -0.4
0.0 0.3 0.2
0.0 0.0 0.3
0.0 0.1 0.3
-0.9 -0.2 2.9
-0.2 0.1 0.0
-0.1 -0.1 -0.4
0.0 0.2 -0.3
0.0 0.0 -0.8
0.1 -0.1 0.1
-0.1 -0.4 -0.5
0.6 0.8 -0.4
-0.1 -0.1 0.3
0.1 0.0 0.2
0.3 -0.1 0.1
0.3 0.4 0.1
-0.2 0.4 -0.1
0.1 0.4 0.1
0.0 -0.5 -0.2
0.3 0.3 -0.1
-0.5 0.3 -0.3
-0.2 -0.2 -0.1
-0.3 0.0 -0.2
-0.2 -0.1 0.1
0.2 -0.1 -0.1
0.3 -0.1 0.0
-0.2 -0.3 0.4
0.0 0.3 -0.1
-0.1 0.7 -0.7
0.2 0.0 -2.5
-0.4 0.5 -0.2
0.0 0.0 -0.6
0.1 1.5 0.2
-0.2 -0.5 0.6
0.0 0.0 -0.2
0.0 0.2 0.2
-0.2 0.3 0.0
3.6 -1.6 -3.5
-0.1 -0.1 0.3
0.0 0.2 0.1
-0.4 0.0 -0.2
-0.3 -0.2 -0.1
0.0 -0.1 -0.1

The lowest unoccupied orbital energy (spin up / spin down) comes out at -14.405 / -14.516 eV. As for the total charge: +4. As for the expectation value of S²: 2.0886. The multiplicity is 3. The value obtained for the total energy is -4932.430196 a.u.

=====

[3]
Here is C31H55CeNO2P as an isolated structure from the Open Molecules 2025 dataset. Energies are from the ωB97M-V functional and the def2-TZVPD basis.

Cartesian coordinates (Å):
H (-0.159, -4.552, -1.642)
H (3.964, -1.585, 1.943)
H (-0.981, -3.078, -5.773)
H (2.736, -0.150, -1.801)
H (1.997, 0.448, 6.056)
C (-0.981, 0.534, 4.256)
C (2.110, 3.635, 2.173)
H (0.322, -1.706, 3.350)
H (-0.933, -3.851, -3.797)
H (-1.830, -4.377, -4.875)
C (-2.209, 2.119, 1.178)
C (2.827, 3.095, 4.533)
H (-4.092, -0.493, -6.521)
C (0.620, -1.341, 4.341)
H (1.311, 3.540, 1.418)
Ce (-0.226, 1.026, -0.095)
H (3.717, 1.202, 1.052)
H (4.028, 0.873, 4.800)
H (-0.637, 2.553, -2.764)
H (-1.347, 0.189, 3.285)
C (3.175, 0.151, 2.899)
H (4.375, 1.972, 2.540)
H (-5.540, -2.041, -5.171)
C (0.872, 0.904, -2.575)
H (3.102, 2.202, -0.421)
H (2.620, 2.531, 5.445)
C (-1.635, -1.738, -2.418)
H (-5.596, -3.292, -6.466)
H (1.012, 3.898, -1.017)
H (-2.606, -1.406, -2.786)
H (3.353, -0.779, 4.910)
H (0.800, -3.448, -3.992)
H (-2.439, -3.558, -7.661)
C (-0.502, -1.791, -3.484)
H (-0.385, 3.406, 3.238)
C (-2.208, 2.620, -0.169)
C (0.429, 3.476, 3.979)
C (0.277, 2.172, -2.284)
C (-2.660, 1.565, -1.031)
H (-4.141, -1.663, -7.873)
H (2.213, 4.706, 2.425)
C (-0.253, -3.498, -1.897)
H (-0.075, -1.777, 5.072)
H (4.868, -0.482, 4.061)
H (-3.302, -0.557, -0.565)
H (3.829, 2.853, 4.176)
C (3.867, -0.067, 4.254)
O (-2.701, -2.419, -4.887)
C (2.223, 1.938, -1.023)
H (0.106, 3.045, 4.930)
H (0.570, 0.285, -3.428)
H (0.371, 0.034, 6.598)
H (-1.556, 0.010, 5.036)
H (-1.952, 3.640, -0.470)
H (2.832, 4.157, 4.803)
C (-3.600, -1.381, -6.955)
H (5.058, 0.473, 1.940)
C (-2.627, 0.740, 1.132)
H (0.416, -1.254, -3.074)
H (-1.988, 2.699, 2.077)
C (1.126, 2.837, -1.323)
C (1.751, 2.876, 3.477)
H (-2.570, -1.165, -7.270)
C (0.933, 0.627, 5.858)
H (-2.838, 1.643, -2.107)
C (-0.096, -3.261, -3.406)
H (2.449, -1.931, 2.766)
C (-5.025, -2.925, -5.594)
H (3.055, 3.313, 1.717)
H (-0.711, -1.451, -4.518)
P (1.536, 1.027, 3.130)
C (2.051, 0.726, -1.778)
O (-1.693, -3.067, -1.741)
H (1.614, -1.721, 4.597)
C (4.112, 1.022, 2.058)
C (-1.950, -3.512, -5.539)
H (-4.979, -3.783, -4.916)
H (0.431, -2.791, -1.315)
H (-1.263, -0.964, -1.640)
H (0.705, 1.681, 6.065)
H (2.429, -1.062, 1.221)
H (-1.210, 1.602, 4.344)
C (-2.906, 0.405, -0.225)
C (0.502, 0.181, 4.449)
N (0.732, 0.979, 1.713)
C (2.969, -1.180, 2.168)
C (-3.609, -2.582, -6.017)
C (-2.872, -3.783, -6.685)
H (-3.359, -4.759, -6.630)
H (-2.754, 0.070, 1.986)
H (0.604, 4.546, 4.171)

Cartesian forces, eV/Å:
-0.1 0.2 0.5
-0.1 0.1 0.0
0.2 -0.5 -0.3
-0.7 0.9 0.1
-0.3 0.1 0.0
-0.3 0.0 0.0
0.0 0.1 0.0
0.1 0.1 0.2
1.1 0.2 0.4
-0.3 0.3 -0.5
-0.7 -0.4 -0.6
0.1 0.5 0.3
0.4 -0.3 -0.1
-0.1 -0.3 0.2
0.3 0.0 0.4
1.4 -2.1 2.0
0.1 0.0 0.4
-0.1 -0.4 -0.2
0.8 -0.1 0.3
0.2 0.1 0.3
-0.1 0.4 0.6
-0.2 -0.3 -0.2
0.2 -0.6 0.0
0.2 1.0 -0.4
-0.8 -0.2 -0.3
0.1 0.1 -0.1
1.1 0.1 1.2
0.2 0.4 0.2
0.1 -1.0 0.0
0.1 -0.4 0.2
0.1 0.2 -0.2
0.3 -0.3 0.6
-0.3 -0.2 0.1
1.4 -0.2 0.6
0.4 -0.1 0.3
-0.9 -0.3 0.4
-0.1 0.3 0.1
1.2 0.2 -0.7
-0.3 -0.1 0.6
0.0 0.1 0.3
0.0 -0.4 0.0
-0.6 0.9 -0.5
0.1 0.1 -0.2
-0.2 0.0 0.0
0.3 0.5 0.1
-0.1 0.0 0.1
0.4 -0.2 0.2
-0.5 -1.7 -1.8
-0.6 0.4 -0.7
0.0 0.2 -0.3
0.1 0.6 0.9
0.1 0.1 -0.2
0.2 0.1 -0.2
-0.2 -0.4 0.1
0.0 -0.1 0.0
0.0 0.0 -0.2
-0.2 0.0 0.0
0.0 0.9 -0.4
-1.5 -0.9 -0.7
0.0 -0.3 -0.4
0.5 -0.3 -0.8
0.1 -0.3 -0.2
-0.2 0.2 0.2
0.0 -0.2 0.4
0.2 -0.1 0.4
-1.2 0.1 0.4
0.1 0.2 -0.1
-0.1 -0.1 -0.1
-0.4 0.1 0.2
-0.2 0.0 0.9
-0.8 0.4 -1.5
-0.5 0.9 0.1
2.3 1.8 -1.0
-0.3 0.1 -0.1
0.4 0.0 -0.3
1.3 -0.3 1.1
-0.2 0.4 0.3
-0.8 -1.1 -0.3
-0.6 -0.9 -0.6
0.1 -0.4 -0.1
0.1 0.1 0.2
0.1 -0.3 0.0
-0.1 0.9 0.1
0.2 0.5 0.3
-0.2 -0.4 -0.2
0.1 -0.3 -0.1
-2.0 0.5 -1.5
-0.1 1.1 0.7
0.0 0.3 -0.2
0.1 0.3 -0.5
0.0 -0.2 -0.1

The lowest unoccupied orbital energy (spin up / spin down) comes out at -3.093 / -3.092 eV. As for the total charge: +1. The value obtained for the total energy is -2235.581247 a.u.

=====

- Which value of total charge does entry 1 give?
  +4